# 1
Below is a cluster of 7 separate species, C46H50F6N5O2S in total at a distorted geometry, with properties calculated with ωB97M-V/def2-TZVPD.

The geometry in XYZ format:
```
110
Properties=species:S:1:pos:R:3:forces:R:3
C 1.0526 -2.3594 1.4360 0.212 -0.250 -0.667
C 0.8508 -1.3096 0.1783 0.845 -0.073 1.368
O -0.1654 -1.9020 -0.7328 2.360 -0.748 0.331
C 0.4235 0.2275 0.6798 0.466 -1.632 0.104
N -1.0060 0.1970 1.1728 -0.220 0.985 -0.408
C -1.7610 1.4747 0.8751 0.220 0.590 0.656
C -2.8718 1.3343 -0.3457 1.446 1.948 -0.667
O -4.1911 0.8525 0.0931 1.308 -2.991 -0.664
C -4.2258 -0.6073 0.2686 0.655 1.153 2.386
N -4.8979 -1.3750 -0.8476 -1.250 -3.436 4.320
C -5.0865 -2.7816 -0.3064 -0.643 1.043 -0.487
N -5.8938 -3.6612 -1.0386 0.801 1.125 0.156
N -4.5122 -3.3306 0.9809 -0.510 2.556 -1.999
C -4.6898 -2.3936 2.1555 1.367 1.980 1.032
C -5.1512 -0.8917 1.6325 -0.495 -0.349 -0.844
N -4.9801 0.1981 2.6888 -5.722 -2.819 4.961
C -5.8907 -0.0857 3.7033 4.150 -1.631 -1.182
S -6.5563 -0.8757 5.0963 1.803 3.062 -4.586
H 1.3298 -3.4263 0.9782 -0.511 2.269 0.974
H 0.0649 -2.5243 2.0605 2.035 0.593 -1.184
H 1.9613 -2.0096 2.0947 -1.996 -0.719 -1.072
H 1.9173 -1.2071 -0.3324 -2.322 -0.210 0.714
H 0.2878 -2.7518 -1.0685 -1.078 2.024 0.671
H 0.5971 0.9131 -0.2697 -0.707 -1.239 2.193
H 1.1022 0.5397 1.6011 -1.017 -0.635 -2.397
H -1.0889 -0.0691 2.1782 0.472 0.606 -1.302
H -0.9307 2.2947 0.6237 -2.126 -1.503 0.118
H -2.2717 1.8694 1.8784 0.722 -0.892 -2.361
H -2.4529 0.7428 -1.2869 -0.836 0.892 2.207
H -3.0438 2.4479 -0.7396 0.073 -2.483 0.944
H -3.1860 -1.1089 0.4593 -1.577 1.407 -0.561
H -5.8686 -0.9506 -0.9215 1.204 -0.843 -0.921
H -5.4866 -4.0683 -1.9113 -0.965 0.819 0.565
H -6.8810 -3.9005 -0.7590 2.034 -0.154 0.074
H -3.4702 -3.4111 0.8244 -1.354 -0.456 -0.064
H -5.3553 -2.8176 3.0216 1.005 0.663 -2.119
H -3.6023 -2.2407 2.6217 -2.410 -0.218 -0.826
H -6.2852 -0.8382 1.2989 2.210 -0.461 0.465
F -8.0065 6.6888 5.6903 -0.002 0.032 0.024
C -7.8449 5.5836 4.9506 0.110 -0.759 -0.497
C -7.9019 5.6738 3.5642 0.006 0.042 -0.019
C -7.7286 4.5242 2.7935 0.029 -0.139 0.440
C -7.5109 3.2941 3.4190 -0.012 0.083 0.029
C -7.4604 3.2131 4.8114 -0.046 0.341 -0.283
C -7.6226 4.3646 5.5813 -0.001 0.032 0.061
H -8.0802 6.6365 3.0962 0.026 -0.083 0.093
H -7.7636 4.5854 1.7086 -0.016 0.035 0.205
H -7.3802 2.3970 2.8176 -0.020 0.159 0.085
H -7.2950 2.2539 5.2961 -0.038 0.198 -0.031
H -7.5774 4.3212 6.6645 -0.031 0.052 -0.108
F 2.9898 0.5416 2.6320 -0.336 -0.040 0.421
C 4.0962 0.6114 1.8799 1.249 0.117 -0.856
C 4.3867 -0.4193 0.9929 -0.051 -0.002 0.037
C 5.5359 -0.3446 0.2059 0.046 0.359 0.298
C 6.3883 0.7561 0.3228 0.008 -0.080 0.067
C 6.0907 1.7832 1.2197 -0.149 -0.381 -0.140
C 4.9357 1.7134 1.9984 -0.173 0.016 0.070
H 3.7173 -1.2704 0.9217 0.122 0.097 0.043
H 5.7679 -1.1415 -0.4963 -0.067 0.145 0.134
H 7.2868 0.8119 -0.2880 -0.221 -0.005 0.122
H 6.7577 2.6369 1.3120 -0.163 -0.149 0.005
H 4.6845 2.5071 2.6941 0.014 -0.081 -0.039
F -4.9557 -5.5990 -2.8985 -0.669 0.365 -0.239
C -3.7771 -6.1462 -2.5727 1.636 -0.848 0.420
C -2.8583 -5.4048 -1.8379 -0.155 -0.102 -0.047
C -1.6332 -5.9760 -1.4940 -0.184 -0.327 -0.229
C -1.3358 -7.2797 -1.8985 -0.038 0.107 0.028
C -2.2626 -8.0140 -2.6400 -0.014 0.411 0.173
C -3.4920 -7.4465 -2.9742 -0.158 0.108 -0.031
H -3.1034 -4.3907 -1.5397 0.101 -0.011 -0.080
H -0.9112 -5.4075 -0.9131 -0.145 -0.071 -0.104
H -0.3783 -7.7232 -1.6338 -0.206 0.096 -0.059
H -2.0273 -9.0270 -2.9573 -0.095 0.209 0.057
H -4.2276 -8.0061 -3.5424 0.058 0.091 0.040
F 5.9795 0.9692 -2.7245 0.228 -0.048 0.001
C 4.7095 1.2464 -3.0482 -1.064 0.236 -0.286
C 4.2766 1.0449 -4.3542 0.051 -0.030 0.029
C 2.9529 1.3285 -4.6904 -0.082 0.076 0.397
C 2.0789 1.8213 -3.7183 0.062 -0.041 0.042
C 2.5243 2.0250 -2.4113 0.187 -0.198 -0.404
C 3.8449 1.7307 -2.0729 0.059 0.010 0.126
H 4.9719 0.6693 -5.0978 -0.035 0.027 0.077
H 2.6026 1.1670 -5.7068 0.153 0.051 0.381
H 1.0478 2.0467 -3.9820 0.192 -0.033 0.034
H 1.8433 2.4126 -1.6574 0.162 -0.023 -0.091
H 4.2053 1.8746 -1.0597 0.016 0.006 -0.098
F 2.9898 1.2269 -7.7426 -0.345 -0.035 0.008
C 4.0962 1.2968 -8.4947 1.162 0.079 -0.804
C 4.3867 0.2661 -9.3817 -0.084 -0.015 0.058
C 5.5359 0.3408 -10.1687 0.019 0.396 0.270
C 6.3883 1.4415 -10.0518 -0.053 -0.045 0.010
C 6.0907 2.4686 -9.1549 -0.181 -0.369 -0.112
C 4.9357 2.3988 -8.3762 -0.095 -0.013 0.088
H 3.7173 -0.5850 -9.4529 0.032 0.106 0.019
H 5.7679 -0.4561 -10.8709 -0.074 0.130 0.154
H 7.2868 1.4973 -10.6626 -0.183 -0.006 0.125
H 6.7577 3.3223 -9.0626 -0.164 -0.146 -0.002
H 4.6845 3.1925 -7.6805 -0.007 -0.092 -0.040
F 7.4027 1.1105 7.6661 0.108 -0.041 0.021
C 6.1708 1.5419 7.3643 -0.905 0.321 -0.218
C 5.4509 2.2695 8.3056 0.040 0.001 0.030
C 4.1703 2.7232 7.9899 0.145 -0.244 -0.377
C 3.6190 2.4345 6.7391 0.038 0.006 0.051
C 4.3476 1.6992 5.8029 0.087 0.149 0.391
C 5.6324 1.2553 6.1148 0.066 -0.035 -0.003
H 5.8921 2.4769 9.2750 -0.002 -0.033 -0.121
H 3.6023 3.2995 8.7160 0.138 -0.120 -0.106
H 2.6184 2.7848 6.4949 0.188 -0.063 0.045
H 3.9149 1.4722 4.8315 0.101 0.008 0.194
H 6.2161 0.6901 5.3957 -0.019 0.035 0.092
```
Positions in Å, forces in eV/Å.

## Properties
- charge = +1
- frontier orbital gap (Ha) = 0.1852
- LUMO level (eV) = -5.42
- maximum force (hartree/bohr) = 0.1571

***

# 2
Below is a structure of composition C46H51F9N2O2P2ReSi at a distorted geometry, with properties calculated with ωB97M-V/def2-TZVPD.

The geometry in XYZ format:
```
114
Properties=species:S:1:pos:R:3:forces:R:3
Re -0.2495 0.5960 -0.2845 -1.367 0.836 -1.601
N 0.2667 1.8059 1.3523 -0.758 3.039 1.846
C -0.9371 2.6358 1.8502 -0.412 -1.475 -0.864
C -1.7503 2.8674 0.5517 -0.945 -2.790 -0.052
O -2.2448 3.8779 0.1148 0.430 0.125 0.473
O -1.9006 1.6396 -0.0261 -2.257 3.267 1.019
H 0.5525 1.3581 2.2002 0.702 -0.569 0.436
H 1.0513 2.6173 1.1123 -0.259 -1.550 0.032
H -0.7906 3.5678 2.3799 0.743 0.172 0.038
H -1.4734 1.9336 2.5399 -0.094 0.803 -0.732
C 1.6856 0.4552 -0.8519 2.193 0.435 -0.652
Si 3.3233 1.0538 -0.1958 -0.335 -0.525 -1.107
C 3.4700 2.7557 0.6334 -0.422 1.358 -0.033
N 2.1895 3.4936 0.8714 -0.071 0.748 1.598
C 2.2179 4.2372 2.2332 1.639 -0.190 -2.057
C 2.7236 5.6518 2.0015 -0.725 0.286 0.801
C 1.6489 6.4447 1.2094 0.658 0.440 -0.283
C 0.8328 5.4810 0.3150 0.613 0.350 -0.712
C 1.7856 4.3943 -0.2412 -0.201 0.055 1.319
C 4.0655 -0.2084 0.9463 0.947 -1.774 -0.201
C 5.4746 -0.2451 1.2228 -0.620 -0.068 1.450
C 6.0147 -1.1182 2.2062 -0.486 0.121 -1.471
C 5.1742 -2.1338 2.7663 2.113 1.696 -0.042
C 3.8732 -2.1588 2.4508 -2.387 0.159 -2.529
C 3.3399 -1.3088 1.4025 -0.877 -0.365 2.178
C 4.4633 1.1573 -1.7085 -0.292 0.436 -0.686
C 5.3846 0.1669 -1.9960 1.210 0.826 -1.516
C 6.2765 0.3050 -3.1223 -0.921 -0.143 0.550
C 6.1621 1.3607 -4.0345 -0.076 -0.398 1.239
C 5.0977 2.2670 -3.8021 1.343 0.244 -0.584
C 4.3009 2.1948 -2.6854 -0.194 -1.089 0.631
H 1.7954 -0.6134 -0.9613 0.673 -0.825 -0.151
H 1.7058 0.8077 -1.8859 0.319 0.093 -0.314
H 3.9958 3.4568 -0.0560 0.539 -0.747 0.500
H 4.0151 2.6645 1.6097 -0.274 0.081 -1.011
H 2.9473 3.7160 2.8463 -0.263 -0.247 0.193
H 1.2610 4.2292 2.6926 -0.902 -0.137 0.370
H 3.6449 5.5533 1.4328 0.219 0.258 0.038
H 2.9473 6.1011 2.9994 -0.034 -0.067 -0.854
H 2.1530 7.2049 0.5543 -0.378 -0.610 0.562
H 0.9992 7.0205 1.8866 0.122 -0.308 -0.175
H 0.5619 6.0429 -0.5952 -0.645 -0.202 0.547
H -0.0524 5.0876 0.8507 0.417 0.118 -0.656
H 2.6736 4.9305 -0.6134 -0.107 -0.221 -0.288
H 1.3132 3.8006 -1.0378 0.272 0.138 0.274
H 6.0623 0.4778 0.6460 0.245 -0.230 0.696
H 7.0924 -1.0575 2.4331 -0.691 -0.223 -0.113
H 5.5811 -2.8720 3.4185 0.311 -0.221 0.592
H 3.1915 -2.9119 2.8438 0.287 0.003 0.009
H 2.2586 -1.5347 1.1502 1.329 0.771 0.093
H 5.4887 -0.6968 -1.3574 0.109 -0.063 0.083
H 7.0278 -0.4700 -3.2248 0.093 0.133 -0.207
H 6.9299 1.5112 -4.8215 -0.879 -0.144 0.482
H 5.0453 3.1162 -4.4752 -0.432 -0.054 -0.037
H 3.4473 2.8616 -2.6017 0.225 0.286 0.166
F -6.3148 0.2212 4.9222 -1.087 -0.662 -1.852
C -6.8803 -0.0853 3.6607 -1.413 2.188 1.759
F -7.9432 -0.9537 3.9169 2.019 1.295 -0.666
F -7.4227 1.1097 3.2094 0.508 -1.819 0.526
C -5.7932 -0.5648 2.7749 0.395 -1.314 -0.997
C -5.4765 -0.1104 1.4912 -0.499 0.873 0.093
C -4.3828 -0.6465 0.7860 -0.199 1.286 0.071
C -3.6145 -1.6325 1.3650 -0.892 0.201 0.829
C -4.0036 -2.1270 2.6387 1.774 -0.609 -1.305
C -5.0524 -1.6388 3.2987 -2.095 1.018 0.933
P -2.2169 -2.2708 0.5151 3.511 0.943 -1.667
C -2.5887 -2.6969 -1.1994 -2.044 -0.352 0.094
C -3.9116 -2.5817 -1.6895 0.902 -0.306 -1.209
C -4.1680 -2.7039 -3.0645 2.065 0.485 -0.219
C -3.0559 -2.8833 -3.9770 -1.819 -0.127 2.219
C -1.8749 -3.3336 -3.3964 1.442 -0.297 -1.849
C -1.6424 -3.2515 -2.0504 -1.466 0.544 0.347
C -3.3037 -2.7603 -5.4391 0.378 0.722 -1.688
F -3.7987 -3.9161 -5.9594 0.231 1.032 0.158
F -4.2053 -1.7306 -5.7316 1.316 -1.735 0.449
F -2.1337 -2.4633 -6.1481 -1.746 -0.477 1.084
C -1.6302 -3.6199 1.4271 -1.967 -1.546 0.600
C -1.9736 -4.9018 0.9667 0.832 -1.514 1.476
C -1.6410 -6.0251 1.7575 0.579 1.017 1.268
C -1.0734 -5.8421 3.0534 -0.405 -0.313 -1.434
C -0.6924 -4.5390 3.4264 -0.254 -0.231 1.167
C -1.0859 -3.4411 2.7080 0.522 -1.447 -1.366
C -0.9584 -7.0467 3.9750 1.431 -0.574 0.679
F -2.1337 -7.6232 4.3910 1.342 1.003 -0.688
F -0.2222 -8.1107 3.3965 -1.177 1.915 1.053
F -0.2867 -6.6105 5.1127 -0.813 -1.195 -1.269
H -6.0248 0.7271 1.0145 0.294 -0.664 0.558
H -4.0746 -0.1392 -0.1467 -0.207 -0.549 0.474
H -3.4480 -2.8827 3.1497 0.363 -0.533 -0.172
H -5.3862 -2.0856 4.2364 0.341 0.216 -0.126
H -4.7312 -2.4333 -1.0218 -0.362 0.290 0.271
H -5.1648 -2.5536 -3.4254 -0.308 0.068 -0.260
H -1.0258 -3.7531 -4.0054 -1.140 0.627 0.387
H -0.8211 -3.7137 -1.6219 1.928 -0.395 0.514
H -2.5737 -5.1195 0.0959 0.257 0.456 -0.379
H -1.7646 -7.0448 1.4294 -0.511 -0.045 -0.179
H -0.1454 -4.2290 4.3222 -0.364 -1.047 0.081
H -0.8795 -2.5207 3.1760 0.148 1.270 -0.099
C -0.6586 -1.3743 0.3278 -0.087 -0.614 0.700
H 0.0278 -1.9433 -0.3214 -0.877 -0.422 -0.438
H -0.0735 -1.4296 1.2490 -0.493 -0.201 0.741
C -0.5841 2.8788 -2.9750 0.886 0.076 0.136
P -1.0035 1.1365 -2.5475 0.132 -0.146 0.341
C -0.2608 0.3600 -4.0440 0.938 0.659 -0.925
C -2.8200 1.2842 -2.9263 0.074 -2.868 -0.283
H -0.6240 3.0313 -4.0549 -0.254 0.191 0.017
H 0.4240 3.1641 -2.6391 -0.161 -0.378 -0.236
H -1.2479 3.5384 -2.4465 -0.516 0.353 0.170
H -0.8843 -0.4235 -4.4415 -0.591 -0.113 -0.304
H 0.7013 -0.1731 -3.8824 -0.398 0.673 0.341
H -0.0782 1.1794 -4.8215 -0.319 -1.370 0.810
H -2.9806 2.0848 -3.6324 -0.356 0.039 -0.290
H -3.3868 1.4146 -2.0010 0.297 0.335 -0.119
H -3.1447 0.2286 -3.3299 0.466 2.043 0.389
```
Positions in Å, forces in eV/Å.

## Properties
- charge = 0
- multiplicity = 4
- frontier orbital gap (spin up / spin down) (Ha) = 0.1266 / 0.1556
- LUMO level (spin up / spin down) (eV) = -0.82 / -0.80
- maximum force (hartree/bohr) = 0.0797
- expectation value of S² = 3.779
- energy relative to the best compared isomer or geometry (same formula, charge and spin) (kcal/mol) = 113.9

***

- The highest charge belongs to which entry?
  C46H50F6N5O2S

***

- Among the records above, which one has the lowest maximum force?
  C46H51F9N2O2P2ReSi